Version P
This record from OMol25 describes a 2-piece molecular cluster, C3H12N3O overall. The level of theory is ωB97M-V/def2-TZVPD.

Last column: natural (NBO) charge in e.
Geometry (Å):
1 C -2.00265 0.79098 0.13228  -0.4294
2 N -0.90368 0.61235 -0.80464  -0.5094
3 C -0.26795 1.88327 -1.27299  -0.4194
4 H -2.34652 -0.17855 0.48276  0.2410
5 H -1.65283 1.37150 0.98211  0.2259
6 H -2.82944 1.35515 -0.30551  0.2322
7 H -1.23769 0.15138 -1.65317  0.4310
8 H -0.16832 -0.04186 -0.41164  0.4692
9 H -1.02935 2.45133 -1.78055  0.2296
10 H 0.56304 1.55392 -1.93348  0.2325
11 H 0.14828 2.46300 -0.42764  0.2324
12 N 0.89360 -2.19487 1.63862  -0.8253
13 C 1.13475 -1.54228 0.48083  0.7749
14 N 2.25886 -0.74120 0.48754  -0.8399
15 O 0.39666 -1.61616 -0.52778  -0.7151
16 H 0.14348 -2.89586 1.59765  0.4223
17 H 1.60331 -2.41739 2.34732  0.4156
18 H 2.56193 -0.33937 -0.39720  0.4236
19 H 2.73450 -0.66533 1.36548  0.4084

For the LUMO energy, the calculation gives -2.84 eV. Its HOMO-LUMO gap is 11.5 eV. As for the net charge: +1.

Version Q
This record from OMol25 describes a 2-piece molecular cluster, C3H12N3O overall. The level of theory is ωB97M-V/def2-TZVPD.

Last column: natural (NBO) charge in e.
Geometry (Å):
1 C 0.67958 -1.84026 1.04008  -0.4258
2 N -0.33853 -0.80123 0.77895  -0.5256
3 C -1.62069 -1.33829 0.24218  -0.4288
4 H 1.60604 -1.33918 1.34160  0.2337
5 H 0.32239 -2.50843 1.81015  0.2361
6 H 0.87691 -2.41533 0.10332  0.2390
7 H 0.07964 -0.10841 0.13510  0.4674
8 H -0.53232 -0.27841 1.65382  0.4245
9 H -1.42385 -1.87709 -0.68954  0.2387
10 H -2.31359 -0.48147 0.08220  0.2457
11 H -2.05713 -2.04360 0.98185  0.2349
12 N -0.46691 2.46304 -0.70733  -0.8548
13 C 0.49314 1.77692 -1.43681  0.7646
14 N 1.36077 0.98559 -0.63041  -0.9232
15 O 0.59686 1.82328 -2.65100  -0.5620
16 H -0.19381 2.75797 0.22769  0.3862
17 H -0.95192 3.16906 -1.23405  0.4235
18 H 2.07895 0.56967 -1.21948  0.4242
19 H 1.80447 1.48618 0.17168  0.4017

For the LUMO energy, the calculation gives -3.36 eV. Its HOMO-LUMO gap is 10.6 eV. As for the net charge: +1.

Tell me which of them is the least stable. Sure, it is version Q.

Version P
This record from OMol25 describes a 3-piece molecular cluster, CH3FINS overall. The level of theory is ωB97M-V/def2-TZVPD.

Last column: natural (NBO) charge in e.
Geometry (Å):
1 C 0.01248 -0.61325 0.50497  -0.0769
2 N 1.16125 -0.18337 0.75779  -0.2820
3 F 0.85951 0.67932 2.39004  -0.5331
4 S 2.54255 0.20116 0.26390  0.4236
5 I -2.40521 0.45526 -2.65788  -0.0857
6 H -0.18610 -0.70953 -0.59183  0.2132
7 H -0.69089 -1.08316 1.22077  0.2492
8 H -1.29360 1.25358 -1.88777  0.0917

For the LUMO energy (alpha / beta), the calculation gives -1.86 / -1.93 eV. Its HOMO-LUMO gap (alpha / beta) is 7.8 / 7.7 eV.

Version Q
This record from OMol25 describes CH3FINS as an isolated structure. The level of theory is ωB97M-V/def2-TZVPD.

Last column: natural (NBO) charge in e.
Geometry (Å):
1 C 0.41211 -0.09403 -0.14361  -0.4752
2 N 1.33865 0.84968 -0.76876  -0.7857
3 F 3.40702 -1.97967 0.82374  -0.5038
4 S 4.10438 -1.33708 -0.58316  0.2230
5 I 3.04608 0.88131 0.04281  0.9210
6 H 0.08321 -0.71495 -1.10755  0.2096
7 H -0.48968 0.58996 0.17479  0.2129
8 H 0.85965 -0.77708 0.58098  0.1982

For the LUMO energy (alpha / beta), the calculation gives -1.42 / -1.41 eV. Its HOMO-LUMO gap (alpha / beta) is 7.2 / 7.1 eV.

Version R
This record from OMol25 describes a 2-piece molecular cluster, CH3FINS overall. The level of theory is ωB97M-V/def2-TZVPD.

Last column: natural (NBO) charge in e.
Geometry (Å):
1 C -1.35168 0.75368 0.15224  -0.1032
2 N -0.98828 -0.32069 -0.48596  -0.6055
3 S -0.45217 -1.86733 -0.38515  0.8544
4 F -0.45840 -2.48449 1.18392  -0.5164
5 H -1.41307 1.66247 -0.45830  0.1910
6 H -1.34913 0.87355 1.22117  0.1807
7 I 2.54253 1.06354 -0.09075  -0.1019
8 H 3.47019 0.31926 -1.13716  0.1011

For the LUMO energy, the calculation gives 0.30 eV. Its HOMO-LUMO gap is 9.5 eV.

Tell me which of them is the least stable. Sure, it is version Q.

Version P
This record from OMol25 describes C4H8N2 as an isolated structure. The level of theory is ωB97M-V/def2-TZVPD.

Last column: natural (NBO) charge in e.
Geometry (Å):
1 C -0.38340 1.25152 -0.33039  -0.3473
2 C 1.40091 -0.40421 -0.35267  -0.2971
3 C 0.24336 -1.34724 -0.18501  -0.2206
4 C -1.49287 0.24547 -0.21460  -0.1263
5 H -0.62345 2.33148 -0.02203  0.2198
6 H -0.07258 1.63980 -1.29637  0.2147
7 H 0.72618 0.43593 1.30697  0.3342
8 H 1.97153 -0.23366 -1.32519  0.2267
9 H 2.15938 -0.74580 0.58220  0.2055
10 H 0.33402 -2.24327 0.46535  0.1887
11 H -1.71876 -1.73838 0.25956  0.4303
12 H -2.39757 0.75098 0.69864  0.1750
13 N 0.91040 1.00179 0.43614  -0.5771
14 N -1.05715 -0.94440 -0.02259  -0.4266

For the LUMO energy, the calculation gives 0.56 eV. Its HOMO-LUMO gap is 7.6 eV.

Version Q
This record from OMol25 describes C4H8N2 as an isolated structure. The level of theory is ωB97M-V/def2-TZVPD.

Last column: natural (NBO) charge in e.
Geometry (Å):
1 C -1.37776 0.54503 -0.11238  0.2938
2 C 1.05177 0.98364 0.18746  -0.1752
3 C 1.81079 -0.37819 -0.02778  -0.4147
4 C 0.53638 -0.95582 -0.03559  -0.1992
5 H -1.84620 -1.20666 0.00854  0.3229
6 H -1.59363 1.69115 -0.37541  0.1772
7 H 0.89867 1.29456 1.27578  0.1778
8 H 1.30092 1.94901 -0.50819  0.1909
9 H 2.81450 -0.55386 0.61579  0.2213
10 H 2.22944 -0.34808 -0.99730  0.2124
11 H 0.06832 -1.81776 -0.76680  0.1896
12 H 0.44927 -1.56363 1.05191  0.1527
13 N -2.32546 -0.33512 0.16778  -0.6743
14 N -0.02431 0.24760 -0.22128  -0.4753

For the LUMO energy, the calculation gives 0.91 eV. Its HOMO-LUMO gap is 9.6 eV.

Tell me which of them is the least stable. Sure, it is version P.

Version P
This record from OMol25 describes a 2-piece molecular cluster, C4H8N2 overall. The level of theory is ωB97M-V/def2-TZVPD.

Last column: natural (NBO) charge in e.
Geometry (Å):
1 C -0.80447 1.47434 -0.18515  -0.4053
2 N -0.01782 0.32443 0.27086  -0.2118
3 C -0.56340 -0.47520 1.15589  -0.2308
4 C 1.11980 0.09238 -0.43345  -0.3269
5 C 1.97845 -0.94451 -0.03351  0.2291
6 N 2.68192 -1.79807 0.33218  -0.3495
7 H -1.33401 1.18780 -1.09611  0.2245
8 H -0.14448 2.31745 -0.39138  0.2210
9 H -1.52043 1.76296 0.58331  0.2193
10 H -0.04099 -1.38356 1.42116  0.2235
11 H -0.89226 -1.70151 -0.77667  -0.0255
12 H -1.51124 -0.20632 1.60025  0.2018
13 H 1.39051 0.78882 -1.21198  0.2341
14 H -0.34464 -1.51994 -1.26333  -0.0033

For the LUMO energy (alpha / beta), the calculation gives 0.47 / 0.46 eV. Its HOMO-LUMO gap (alpha / beta) is 8.3 / 8.3 eV.

Version Q
This record from OMol25 describes a 2-piece molecular cluster, C4H8N2 overall. The level of theory is ωB97M-V/def2-TZVPD.

Last column: natural (NBO) charge in e.
Geometry (Å):
1 C -0.82016 -0.51519 -1.09800  -0.5791
2 C -0.19710 -0.15500 0.32246  -0.1050
3 C 0.59266 1.17228 -0.00793  -0.5519
4 C -1.11568 0.19166 1.28064  0.2952
5 H -0.09901 -0.68215 -1.88658  0.2246
6 H -1.71225 -1.42361 -0.83161  0.2226
7 H -1.31199 0.12939 -1.71937  0.2183
8 H 1.40971 1.09318 -0.97074  0.2215
9 H 1.80392 1.18348 0.92426  0.1655
10 H -0.08755 2.03438 -0.11019  0.2224
11 H 1.52017 -1.10384 -0.13235  0.3519
12 H 1.32277 -1.14400 1.41357  0.3934
13 N 0.62679 -1.14928 0.62915  -0.7941
14 N -1.93229 0.36870 2.18670  -0.2851

For the LUMO energy, the calculation gives 0.51 eV. Its HOMO-LUMO gap is 10.4 eV.

Tell me which of them is the least stable. Sure, it is version Q.

Version P
This record from OMol25 describes one molecule with the formula C4H8N2. The level of theory is ωB97M-V/def2-TZVPD.

Last column: natural (NBO) charge in e.
Geometry (Å):
1 C 0.67346 1.13493 2.09579  -0.4206
2 N 1.44291 0.68223 0.92148  -0.6150
3 C 0.65620 -0.29339 0.11900  -0.2023
4 C -0.57647 0.26080 -0.57636  -0.5503
5 C -1.18673 -0.70936 -1.44223  0.2908
6 N -1.62204 -1.57742 -2.12951  -0.3169
7 H -0.19056 1.63823 1.66912  0.1853
8 H 0.23533 0.33993 2.71620  0.1678
9 H 1.26226 1.78023 2.74286  0.2109
10 H 2.30326 0.15258 1.22724  0.3624
11 H 0.27021 -1.16165 0.71559  0.1705
12 H 1.35976 -0.70391 -0.70704  0.2117
13 H -0.13419 1.10719 -1.18574  0.2572
14 H -1.25092 0.75583 0.10084  0.2484

For the LUMO energy, the calculation gives 0.84 eV. Its HOMO-LUMO gap is 10.5 eV.

Version Q
This record from OMol25 describes one molecule with the formula C4H8N2. The level of theory is ωB97M-V/def2-TZVPD.

Last column: natural (NBO) charge in e.
Geometry (Å):
1 C -0.29073 -0.79408 1.12114  -0.4233
2 N 0.02905 -0.50773 -0.26706  -0.4278
3 C 1.45592 -0.36678 -0.49580  -0.4096
4 C -0.87498 0.45662 -0.85875  -0.3179
5 C -1.12259 1.65490 -0.01525  0.2559
6 N -1.23408 2.57775 0.67341  -0.3278
7 H 0.47055 -1.46370 1.52927  0.2074
8 H -1.26260 -1.29520 1.18985  0.2008
9 H -0.32139 0.10716 1.75806  0.1853
10 H 1.95466 0.41150 0.10717  0.1747
11 H 1.65915 -0.17953 -1.55464  0.2016
12 H 1.92002 -1.32820 -0.24290  0.2039
13 H -1.83043 -0.04077 -1.07033  0.2346
14 H -0.51522 0.84243 -1.81799  0.2422

For the LUMO energy, the calculation gives 0.86 eV. Its HOMO-LUMO gap is 10.0 eV.

Version R
This record from OMol25 describes a 2-piece molecular cluster, C4H8N2 overall. The level of theory is ωB97M-V/def2-TZVPD.

Last column: natural (NBO) charge in e.
Geometry (Å):
1 C 1.10446 -0.80023 -1.18802  -0.3945
2 C 0.57861 0.23031 -0.52405  -0.2702
3 C 1.26229 1.04893 0.52047  -0.6678
4 H 2.10829 -1.16450 -0.98337  0.1831
5 H 0.53384 -1.30141 -1.96484  0.2024
6 H -0.51826 0.55606 -1.05955  0.2966
7 H 2.20816 1.46168 0.15599  0.2266
8 H 1.44692 0.46639 1.42732  0.2141
9 H 0.62368 1.88436 0.82178  0.2207
10 N -2.28420 0.29281 -1.12248  -0.4188
11 C -1.73747 -0.11046 -0.14433  0.4372
12 N -1.72264 -0.55318 1.13738  -0.8584
13 H -2.62563 -0.81486 1.52713  0.4198
14 H -0.97805 -1.19590 1.39656  0.4093

For the LUMO energy, the calculation gives 0.61 eV. Its HOMO-LUMO gap is 9.7 eV.

Version S
This record from OMol25 describes one molecule with the formula C4H8N2. The level of theory is ωB97M-V/def2-TZVPD.

Last column: natural (NBO) charge in e.
Geometry (Å):
1 C 1.93315 -0.26908 0.17586  -0.4132
2 N 0.55477 -0.38832 0.62530  -0.6115
3 C -0.42605 0.25693 -0.24333  -0.1511
4 C -1.62542 -0.65740 -0.50379  -0.5892
5 C -0.88375 1.55504 0.30839  0.2618
6 N -1.25560 2.54157 0.78580  -0.3257
7 H 2.06697 -0.85665 -0.73983  0.1926
8 H 2.58973 -0.69763 0.93717  0.2100
9 H 2.26266 0.76379 -0.02517  0.1725
10 H 0.45785 -0.05280 1.57579  0.3705
11 H 0.05802 0.48119 -1.20239  0.2274
12 H -2.34872 -0.18893 -1.17893  0.2161
13 H -1.25738 -1.58422 -0.95141  0.2214
14 H -2.12623 -0.90349 0.43654  0.2184

For the LUMO energy, the calculation gives 0.93 eV. Its HOMO-LUMO gap is 10.5 eV.

Tell me which of them is the least stable. Sure, it is version R.

Version P
This record from OMol25 describes a 2-piece molecular cluster, C4H8N2 overall. The level of theory is ωB97M-V/def2-TZVPD.

Last column: natural (NBO) charge in e.
Geometry (Å):
1 C -0.58601 -1.21851 -1.07523  -0.4035
2 N -0.22240 -0.36356 0.06697  -0.2049
3 C 0.71677 -0.80337 0.86904  -0.2393
4 C -0.90112 0.81067 0.16545  -0.3283
5 C -0.67631 1.63750 1.27696  0.2284
6 N -0.45364 2.28597 2.21946  -0.3517
7 H 0.32715 -1.58408 -1.54428  0.2206
8 H -1.15444 -0.63401 -1.79539  0.2212
9 H -1.18637 -2.05743 -0.72133  0.2232
10 H 0.99372 -0.20995 1.72991  0.2207
11 H 2.10596 1.21597 -0.56491  -0.0126
12 H 1.18464 -1.75212 0.64806  0.1962
13 H -1.65470 1.03259 -0.57235  0.2293
14 H 1.50674 1.64033 -0.70238  0.0007

For the LUMO energy (alpha / beta), the calculation gives 0.41 / 0.41 eV. Its HOMO-LUMO gap (alpha / beta) is 8.1 / 8.1 eV.

Version Q
This record from OMol25 describes one molecule with the formula C4H8N2. The level of theory is ωB97M-V/def2-TZVPD.

Last column: natural (NBO) charge in e.
Geometry (Å):
1 C -0.26167 1.28341 0.57674  -0.4471
2 N -0.34496 -0.01983 -0.07509  -0.3160
3 C -1.56950 -0.78554 0.12255  -0.4003
4 C 0.69376 -0.53691 -0.68136  0.0750
5 C 2.11852 -0.14580 -0.52512  -0.1450
6 N 2.51968 0.64537 0.36627  -0.4183
7 H -1.09580 1.39046 1.27330  0.1985
8 H -0.30280 2.07784 -0.17432  0.2119
9 H 0.73490 1.33230 1.05030  0.2758
10 H -1.63812 -1.08363 1.17501  0.2066
11 H -1.55310 -1.68212 -0.50003  0.2126
12 H -2.44253 -0.18006 -0.13323  0.2086
13 H 0.49856 -1.50214 -1.15618  0.1841
14 H 2.75449 -0.79688 -1.16757  0.1536

For the LUMO energy (alpha / beta), the calculation gives 0.26 / 0.09 eV. Its HOMO-LUMO gap (alpha / beta) is 7.9 / 6.6 eV.

Tell me which of them is the least stable. Sure, it is version Q.